Record 1
# C2H3NOS

A cluster of 2 separate species, C2H3NOS in total at a distorted geometry (wB97M-V/def2-TZVPD, the Open Molecules 2025 dataset).

```
8
Properties=species:S:1:pos:R:3
C 0.31 -0.77 -1.44
C -0.01 -0.10 -0.11
N 2.03 -0.25 -3.60
O -0.31 -1.57 -2.02
S 1.93 1.14 -4.03
H -0.75 -0.63 0.39
H 0.95 -0.08 0.47
H -0.17 0.84 -0.41
```

Calculated values
**Relative energy (zero: lowest compared OMol25 entry of this formula, charge and spin)**: 94.3 kcal/mol
**Energy**: -606.03716 hartree
**E_HOMO (spin up / spin down)**: -7.50 / -8.07 eV


Record 2
# C33H24N3O4Ti

A structure of composition C33H24N3O4Ti (wB97M-V/def2-TZVPD, the Open Molecules 2025 dataset).

```
65
Properties=species:S:1:pos:R:3
Ti 0.22 -0.50 -1.23
C -1.68 -2.71 2.05
O -1.23 -1.54 1.43
C -1.18 -0.40 2.19
C -1.54 -0.32 3.52
C -1.47 0.91 4.19
C -1.06 2.03 3.51
C -0.70 1.97 2.17
C -0.73 0.75 1.49
N -0.38 0.58 0.19
N 0.15 1.58 -0.65
C -0.84 2.16 -1.47
C -1.55 1.32 -2.31
O -1.25 0.01 -2.31
C -2.48 1.83 -3.25
C -2.66 3.18 -3.37
C -1.91 4.08 -2.58
C -2.04 5.48 -2.71
C -1.30 6.34 -1.95
C -0.37 5.83 -1.01
C -0.22 4.48 -0.86
C -0.99 3.56 -1.63
H -2.71 -2.60 2.41
H -1.04 -3.00 2.89
H -1.66 -3.49 1.28
H -1.87 -1.21 4.05
H -1.75 0.96 5.23
H -1.03 2.99 4.02
H -0.39 2.85 1.62
H -3.00 1.12 -3.89
H -3.35 3.58 -4.10
H -2.75 5.87 -3.44
H -1.41 7.41 -2.07
H 0.22 6.51 -0.42
H 0.49 4.07 -0.15
C -1.20 -4.42 -2.90
C -0.60 -5.34 -2.05
C 0.20 -4.90 -1.01
C 0.40 -3.53 -0.83
C -0.20 -2.58 -1.68
C -1.00 -3.06 -2.71
C 1.24 -2.99 0.25
C 1.79 -3.81 1.28
C 2.51 -3.23 2.28
C 2.75 -1.84 2.27
C 3.51 -1.19 3.27
C 3.73 0.15 3.21
C 3.20 0.90 2.13
C 2.46 0.31 1.15
C 2.21 -1.09 1.21
N 1.44 -1.68 0.25
H -1.82 -4.77 -3.72
H -0.75 -6.41 -2.20
H 0.67 -5.63 -0.37
H -1.46 -2.34 -3.38
H 1.60 -4.87 1.29
H 2.92 -3.83 3.08
H 3.91 -1.78 4.09
H 4.30 0.65 3.98
H 3.37 1.97 2.08
H 2.06 0.91 0.34
O 1.86 -0.25 -2.27
C 2.03 -0.32 -3.57
O 1.23 -0.68 -4.40
H 3.05 0.00 -3.86
```

Calculated values
**Relative energy (zero: lowest compared OMol25 entry of this formula, charge and spin)**: 0.0 kcal/mol
**Energy**: -2586.80025 hartree
**Total charge**: -1
**E_HOMO**: -3.94 eV


Record 3
# C15H33CuN5O8

A structure of composition C15H33CuN5O8 at a distorted geometry (wB97M-V/def2-TZVPD, the Open Molecules 2025 dataset).

```
62
Properties=species:S:1:pos:R:3
Cu 0.32 -1.06 0.88
C 1.61 -4.46 3.49
O 1.39 -4.61 2.30
O 1.67 -3.28 3.81
O 1.88 -5.44 4.16
C -4.22 2.67 4.22
C -4.46 1.17 3.94
O -3.69 0.57 3.16
N -5.44 0.58 4.54
C -5.84 -0.75 4.23
H -4.05 2.68 5.30
H -4.97 3.36 3.83
H -3.31 2.96 3.70
H -5.86 1.09 5.31
H -4.97 -1.40 4.22
H -6.55 -1.00 3.44
H -6.40 -1.09 5.10
C 6.75 -2.16 -1.14
C 5.76 -1.49 -2.07
O 4.57 -1.28 -1.69
N 6.27 -1.06 -3.20
C 5.54 -0.29 -4.18
H 6.23 -3.01 -0.68
H 7.05 -1.63 -0.24
H 7.59 -2.59 -1.68
H 7.27 -1.07 -3.30
H 4.46 -0.46 -4.25
H 5.94 -0.43 -5.19
H 5.67 0.75 -3.89
C -2.94 2.95 -3.81
C -2.09 1.74 -4.14
O -1.27 1.40 -3.31
N -2.36 1.02 -5.22
C -1.53 -0.13 -5.63
H -3.56 2.79 -2.92
H -3.63 3.13 -4.63
H -2.26 3.80 -3.69
H -3.09 1.35 -5.83
H -2.07 -0.93 -6.15
H -0.94 -0.57 -4.83
H -0.89 0.17 -6.46
C 4.73 3.87 1.00
C 3.88 3.51 2.24
O 2.85 2.89 1.99
N 4.38 3.92 3.45
C 3.57 3.65 4.65
H 5.56 3.16 1.00
H 5.14 4.88 0.94
H 4.10 3.71 0.13
H 5.29 4.34 3.51
H 4.04 2.88 5.27
H 2.60 3.18 4.44
H 3.32 4.56 5.20
O -3.37 -3.33 -1.21
C -4.29 -4.09 -1.15
N -4.12 -5.21 -0.47
C -5.57 -3.73 -1.84
H -4.84 -5.89 -0.34
H -3.14 -5.28 -0.23
H -5.63 -4.24 -2.80
H -5.71 -2.67 -2.01
H -6.40 -4.08 -1.23
```

Calculated values
**Relative energy (zero: lowest compared OMol25 entry of this formula, charge and spin)**: 185.6 kcal/mol
**Energy**: -3107.35017 hartree
**Spin multiplicity**: 2
**E_HOMO (spin up / spin down)**: -7.42 / -7.23 eV


Record 4
# C5H6O

An isolated molecule of C5H6O (wB97M-V/def2-TZVPD, the Open Molecules 2025 dataset).

```
12
Properties=species:S:1:pos:R:3
O 0.14 -2.37 -0.59
C 0.11 -1.22 -0.26
C 0.65 -0.45 0.93
C -0.32 0.71 0.55
C 0.01 1.82 -0.29
C -0.68 -0.04 -0.84
H 0.50 -0.94 1.90
H 1.70 -0.17 0.82
H -1.22 0.79 1.16
H 1.06 1.66 -0.62
H -0.21 0.38 -1.74
H -1.74 -0.18 -1.03
```

Calculated values
**Relative energy (zero: lowest compared OMol25 entry of this formula, charge and spin)**: 97.1 kcal/mol
**Energy**: -269.19147 hartree
**E_HOMO**: -8.80 eV


Record 5
# C5H8O4

A structure of composition C5H8O4 at a distorted geometry (wB97M-V/def2-TZVPD, the Open Molecules 2025 dataset).

```
17
Properties=species:S:1:pos:R:3
C -0.29 0.15 1.04
C 1.48 -0.33 -1.08
C -1.50 0.85 1.65
C -0.47 -0.83 -1.03
C 0.36 1.05 -0.01
O -0.61 -1.04 0.41
O 1.99 -1.61 -0.96
O -0.62 -1.77 -1.79
O 0.53 2.16 -0.31
H 1.29 -2.23 -1.25
H 0.51 0.00 1.78
H 1.44 0.09 -2.09
H 2.25 0.28 -0.58
H -0.95 0.20 -1.21
H -1.91 0.20 2.43
H -2.27 1.02 0.89
H -1.23 1.80 2.11
```

Calculated values
**Relative energy (zero: lowest compared OMol25 entry of this formula, charge and spin)**: 101.8 kcal/mol
**Energy**: -496.14036 hartree
**E_HOMO**: -9.07 eV


Record 6
# C33H60N6O3

A cluster of 9 separate species, C33H60N6O3 in total at a distorted geometry (wB97M-V/def2-TZVPD, the Open Molecules 2025 dataset).

```
102
Properties=species:S:1:pos:R:3
C 9.31 19.67 7.27
C 8.85 18.82 8.47
O 7.80 18.23 8.44
C 9.80 18.81 9.66
H 9.73 20.58 7.61
H 8.54 19.79 6.49
H 10.20 19.23 6.84
H 9.86 17.75 9.87
H 9.47 19.27 10.55
H 10.78 19.21 9.49
C 6.41 18.56 11.89
C 7.10 17.27 12.40
O 8.03 17.33 13.19
C 6.76 15.87 11.85
H 5.34 18.43 12.00
H 6.54 18.77 10.82
H 6.84 19.35 12.48
H 5.72 15.77 12.13
H 7.31 15.13 12.41
H 6.80 15.86 10.76
C 9.01 14.69 8.53
C 9.68 13.31 8.35
O 10.87 13.33 8.23
C 8.88 12.09 8.17
H 8.99 14.82 9.63
H 7.99 14.80 8.20
H 9.60 15.53 8.13
H 9.38 11.25 8.71
H 8.80 11.97 7.07
H 7.82 12.08 8.57
C 12.77 9.96 8.11
C 12.53 8.55 7.56
C 11.14 8.63 6.89
C 10.08 8.55 7.94
N 9.28 8.44 8.76
H 13.78 10.02 8.49
H 11.99 10.15 8.89
H 12.69 10.84 7.36
H 12.48 7.84 8.37
H 13.24 8.27 6.77
H 11.00 7.92 6.13
H 11.02 9.60 6.46
C 14.36 16.18 7.18
C 13.04 15.65 7.74
C 12.95 15.81 9.24
C 13.07 17.17 9.71
N 13.14 18.29 9.96
H 14.51 17.25 7.14
H 14.48 15.79 6.19
H 15.22 15.73 7.73
H 13.00 14.54 7.58
H 12.23 16.16 7.25
H 13.80 15.30 9.67
H 12.05 15.28 9.55
C 14.89 12.96 12.17
C 13.42 12.80 11.79
C 13.25 11.99 10.54
C 14.08 12.47 9.44
N 14.88 12.77 8.67
H 15.40 13.52 11.43
H 15.24 11.89 12.25
H 14.98 13.47 13.14
H 12.88 13.80 11.82
H 12.88 12.32 12.62
H 12.21 12.22 10.22
H 13.41 10.99 10.69
C 17.70 12.27 6.29
C 16.67 12.66 5.15
C 15.35 11.91 5.20
C 15.48 10.50 5.16
N 15.53 9.35 5.27
H 18.30 13.12 6.56
H 18.31 11.46 5.93
H 17.15 11.96 7.21
H 17.16 12.57 4.15
H 16.40 13.69 5.25
H 14.79 12.28 4.36
H 14.89 12.13 6.19
C 13.99 16.62 14.17
C 12.61 17.23 13.94
C 11.66 16.27 13.22
C 11.64 15.01 14.10
N 11.73 13.95 14.59
H 13.83 15.63 14.59
H 14.60 17.26 14.81
H 14.56 16.57 13.21
H 12.71 18.23 13.47
H 12.21 17.43 14.95
H 12.08 15.93 12.25
H 10.67 16.64 13.08
C 11.20 9.75 13.35
C 9.81 10.27 13.69
C 9.72 11.79 13.71
C 9.95 12.36 12.38
N 9.83 12.74 11.31
H 11.88 10.26 13.99
H 11.50 10.02 12.33
H 11.29 8.66 13.44
H 9.68 9.94 14.70
H 9.05 9.89 13.01
H 10.31 12.28 14.45
H 8.70 12.15 13.83
```

Calculated values
**Relative energy (zero: lowest compared OMol25 entry of this formula, charge and spin)**: 31.6 kcal/mol
**Energy**: -1847.56397 hartree
**SMILES**: CC(C)=O.CC(C)=O.CC(C)=O.CCCC#N.CCCC#N.CCCC#N.CCCC#N.CCCC#N.CCCC#N
**E_HOMO**: -9.68 eV


Record 7
# C4H5OY

A structure of composition C4H5OY at a distorted geometry (wB97M-V/def2-TZVPD, the Open Molecules 2025 dataset).

```
11
Properties=species:S:1:pos:R:3
H 1.56 -1.66 0.81
C -1.94 0.61 -0.61
C -0.93 0.38 0.24
C -0.07 -0.80 0.23
C 1.29 -0.74 0.19
O 2.00 0.34 0.45
Y 3.97 1.05 -0.26
H -2.21 -0.12 -1.38
H -0.66 1.16 0.96
H -2.50 1.54 -0.58
H -0.51 -1.76 -0.06
```

Calculated values
**Relative energy (zero: lowest compared OMol25 entry of this formula, charge and spin)**: 16.8 kcal/mol
**Energy**: -268.14587 hartree
**Total charge**: +2
**E_HOMO**: -15.52 eV


Record 8
# C4H11N3

A cluster of 2 separate species, C4H11N3 in total (wB97M-V/def2-TZVPD, the Open Molecules 2025 dataset).

```
18
Properties=species:S:1:pos:R:3
C 0.37 0.10 -1.68
N 0.04 -0.71 -0.49
N 0.10 -1.99 -0.54
H 0.73 -2.25 -1.30
H 0.32 1.16 -1.46
H 1.38 -0.15 -2.00
H -0.34 -0.15 -2.46
C -1.33 1.21 0.47
C 1.31 0.25 1.00
C -0.70 -0.15 0.68
N -1.20 -0.94 1.56
H -0.88 -1.90 1.42
H -1.78 1.48 1.42
H -2.13 1.14 -0.27
H 1.09 0.96 1.79
H 2.02 0.68 0.29
H 1.62 -0.72 1.38
H -0.63 1.99 0.18
```

Calculated values
**Relative energy (zero: lowest compared OMol25 entry of this formula, charge and spin)**: 129.0 kcal/mol
**Energy**: -323.10093 hartree
**E_HOMO (spin up / spin down)**: -7.51 / -7.63 eV